ORCA calculation (ωB97M-V/def2-TZVPD) on a 5-piece molecular cluster, C45H40ClFIN3O21P2S2 overall at a distorted geometry.

Cartesian coordinates (Å):
C1 0.8929 0.3660 -5.2290
C2 -0.0626 -0.5699 -4.4903
F1 -0.0757 -1.8067 -5.1132
C3 0.2524 -0.6414 -3.0141
C4 1.1650 -1.5463 -2.4448
S1 2.0641 -2.6779 -3.5116
C5 1.4453 -1.5645 -1.0703
C6 2.4632 -2.4937 -0.4655
N1 1.8374 -3.5428 0.3622
C7 0.7676 -0.6623 -0.2352
C8 -0.1190 0.2675 -0.7868
C9 -0.3776 0.2955 -2.1706
P1 -1.5779 1.5081 -2.9442
N2 -0.8045 3.0142 -2.7908
O1 -2.8598 1.5511 -1.8695
C10 -0.7560 1.2075 0.1806
O2 -0.9504 2.3691 -0.0419
C11 -1.1184 0.6326 1.4952
C12 -2.2771 1.0213 2.1684
P2 -3.5537 2.2095 1.6069
N3 -4.0673 3.0286 2.8623
C13 -2.5238 0.4686 3.4137
C14 -1.6534 -0.4473 3.9892
I1 -2.1995 -1.1511 5.8908
C15 -0.4947 -0.8660 3.3230
C16 0.4170 -1.8894 3.9293
C17 0.1639 -3.3144 3.3312
C18 -1.2704 -3.5389 2.8562
C19 -1.5901 -5.0330 2.7073
S2 -1.5931 -5.6032 1.0046
O3 -1.3277 -4.5431 0.0924
O4 -0.7949 -6.7849 0.9242
Cl1 -3.5399 -6.1967 0.7115
C20 -0.2491 -0.2988 2.0633
C21 0.9681 -0.6301 1.2447
O5 2.0370 -0.8172 1.7773
H1 1.6710 -0.1894 -5.7425
H2 1.2959 1.1116 -4.5536
H3 0.3325 0.9215 -5.9745
H4 -1.0576 -0.1703 -4.6216
H5 1.5382 -3.8412 -3.1032
H6 3.0726 -2.9564 -1.2291
H7 3.1508 -1.9177 0.1386
H8 1.9176 -4.4165 -0.1427
H9 2.4344 -3.6853 1.1665
H10 -1.4618 3.7092 -2.4564
H11 -0.0249 2.9647 -2.1488
H12 -3.4695 0.8864 -2.2080
H13 -4.5903 1.4071 1.1242
H14 -3.0738 3.0742 0.6253
H15 -3.9383 4.0220 2.7298
H16 -3.4079 0.7798 3.9503
H17 0.2317 -1.9726 4.9917
H18 1.4568 -1.6190 3.8225
H19 0.8565 -3.4383 2.5110
H20 0.3642 -4.0282 4.1272
H21 -1.9857 -3.1414 3.5674
H22 -1.4041 -3.0412 1.8999
H23 -0.8779 -5.6552 3.2343
H24 -2.5817 -5.2321 3.0967
O6 0.8545 6.7305 -9.8234
C22 1.0834 5.9296 -8.9368
C23 2.3000 5.1400 -8.8514
C24 2.4560 4.2708 -7.8445
O7 3.5377 3.5155 -7.6978
C25 1.4013 4.0802 -6.7886
O8 1.6121 3.2576 -5.9171
C26 0.1950 4.8837 -6.8607
C27 0.0399 5.7554 -7.8661
O9 -1.0323 6.5255 -8.0002
H25 3.0496 5.2837 -9.6165
H26 3.3865 2.9814 -6.8944
H27 -0.5473 4.7471 -6.0864
H28 -0.8862 7.0536 -8.8086
O10 -9.4371 3.6313 -0.8232
C28 -9.1438 2.7689 -0.0177
C29 -7.8941 2.0265 -0.0450
C30 -7.6669 1.0835 0.8763
O11 -6.5480 0.3650 0.9217
C31 -8.6679 0.7558 1.9488
O12 -8.3831 -0.1307 2.7319
C32 -9.9072 1.5109 1.9890
C33 -10.1360 2.4586 1.0702
O13 -11.2426 3.1904 1.0430
H29 -7.1807 2.2678 -0.8206
H30 -6.6512 -0.2381 1.6848
H31 -10.6140 1.2789 2.7727
H32 -11.1504 3.7930 0.2802
O14 5.5127 5.0325 4.2498
C34 4.5895 4.3257 3.8882
C35 4.7469 3.1404 3.0681
C36 3.6677 2.4295 2.7060
O15 3.7454 1.3388 1.9631
C37 2.2784 2.8357 3.1245
O16 1.3447 2.1583 2.7347
C38 2.1225 4.0100 3.9638
C39 3.2033 4.7128 4.3277
O17 3.1420 5.7955 5.0920
H33 5.7484 2.8627 2.7718
H34 2.8366 0.9824 1.8539
H35 1.1218 4.2818 4.2694
H36 4.0629 6.1047 5.1944
O18 3.9729 -4.7887 1.9766
C40 5.1176 -5.1949 2.0899
C41 6.0877 -5.1804 1.0150
C42 7.3204 -5.6625 1.2294
O19 8.2613 -5.6822 0.2985
C43 7.7333 -6.2269 2.5635
O20 8.8647 -6.6590 2.6666
C44 6.7641 -6.2201 3.6458
C45 5.5347 -5.7354 3.4301
O21 4.5961 -5.6946 4.3684
H37 5.7807 -4.7748 0.0612
H38 9.0489 -6.0826 0.7157
H39 7.0740 -6.6128 4.6036
H40 3.8075 -5.3039 3.9468

Forces on the atoms, in the same order (eV/Å):
-0.47 0.08 -0.05
0.45 0.21 -0.41
-0.19 -0.21 -0.01
-0.18 -0.04 0.68
0.05 -0.44 0.03
0.30 0.13 -0.22
0.02 0.38 -0.01
0.21 -0.46 0.09
0.18 0.25 0.01
-0.21 -0.01 -0.56
0.17 -0.42 -0.32
0.18 0.71 0.29
-0.55 -0.34 -0.90
0.10 -0.59 0.25
0.53 -0.05 0.37
0.07 -0.52 0.12
0.07 0.91 -0.26
-0.31 -0.50 0.43
0.33 -0.01 -0.62
-0.34 1.33 1.75
-0.05 -0.37 -0.36
-0.13 -0.04 0.18
0.05 0.12 -0.37
0.01 0.02 -0.09
0.20 0.39 0.36
-0.34 -0.81 -0.03
-0.06 0.79 0.40
0.36 -0.36 -0.15
-0.46 0.61 -0.01
0.85 -0.39 -0.14
-0.39 0.31 -0.04
-0.16 -0.22 0.12
0.04 0.12 0.07
-0.22 -0.08 -0.23
-0.60 -0.04 0.33
0.41 -0.14 0.00
0.23 -0.11 0.20
0.28 0.03 0.04
-0.02 0.02 -0.20
-0.25 -0.06 0.18
-0.16 0.11 0.14
-0.01 0.15 -0.37
-0.02 0.19 0.16
-0.33 -0.11 -0.02
-0.02 0.01 -0.02
0.06 0.16 -0.09
-0.10 0.29 0.21
-0.27 0.09 0.01
0.38 -0.24 -0.56
0.06 -0.62 -0.51
0.01 0.07 0.16
-0.07 0.10 0.08
-0.14 0.27 0.20
0.15 0.07 -0.18
0.00 -0.41 -0.21
0.30 -0.16 -0.01
-0.07 0.20 0.10
-0.24 0.12 -0.04
0.14 -0.27 -0.11
-0.11 -0.22 -0.02
-0.17 0.08 0.06
0.37 -0.14 -0.10
-0.05 0.11 -0.11
0.20 0.06 -0.22
-0.11 -0.03 0.11
-0.42 0.18 0.13
0.29 -0.02 -0.07
0.02 -0.10 0.11
-0.19 -0.06 0.22
0.11 0.02 -0.12
0.01 -0.02 0.01
-0.01 -0.02 0.03
-0.01 0.00 -0.01
0.00 0.01 -0.03
-0.17 0.07 0.06
0.38 -0.11 -0.12
-0.05 0.11 -0.12
0.22 0.11 -0.21
-0.24 -0.15 0.10
-0.37 0.12 0.17
0.18 -0.06 -0.06
0.05 -0.12 0.09
-0.17 -0.08 0.23
0.10 0.03 -0.12
0.01 -0.01 0.01
-0.03 -0.02 0.03
-0.02 0.02 -0.01
0.00 0.02 -0.03
-0.09 0.14 0.12
0.21 -0.30 -0.22
0.10 0.13 0.07
0.29 -0.03 -0.07
-0.25 0.14 -0.01
-0.21 0.28 0.19
0.09 -0.11 -0.13
-0.11 -0.12 -0.04
-0.29 0.06 0.07
0.14 -0.03 -0.05
-0.01 -0.02 -0.02
0.29 -0.07 0.12
0.01 0.02 0.00
0.04 0.01 -0.01
0.07 -0.10 0.33
0.18 0.07 -0.37
-0.18 0.06 -0.01
-0.11 0.12 -0.26
0.05 -0.07 0.14
-0.15 -0.06 0.39
0.09 0.04 -0.18
0.16 -0.05 0.00
0.09 -0.11 0.26
-0.04 0.06 -0.15
0.03 -0.01 -0.01
0.03 -0.02 0.01
-0.02 0.00 0.01
-0.03 0.01 -0.01

Its total charge is 0. The calculation puts the LUMO energy at -1.8 eV. As for the SMILES: C[C@@H](F)c1c(S)c(CN)c2c(c1P(N)O)C(=O)c1c([PH2]=N)cc(I)c(CCCCS(=O)(=O)Cl)c1C2=O.O=C1C=C(O)C(=O)C=C1O.O=C1C=C(O)C(=O)C=C1O.O=C1C=C(O)C(=O)C=C1O.O=C1C=C(O)C(=O)C=C1O.

Results of the Löwdin charge analysis, in e, for atoms 1 through 99: number 1, C, carries -0.026; number 2, C, carries -0.401; number 3, F, carries -0.060; number 4, C, carries -0.174; number 5, C, carries -0.411; number 6, S, carries 0.861; number 7, C, carries -0.128; number 8, C, carries -0.230; number 9, N, carries 0.049; number 10, C, carries -0.014; number 11, C, carries -0.061; number 12, C, carries -0.181; number 13, P, carries 0.904; number 14, N, carries -0.155; number 15, O, carries -0.318; number 16, C, carries -0.317; number 17, O, carries 0.075; number 18, C, carries -0.087; number 19, C, carries -0.239; number 20, P, carries 0.792; number 21, N, carries -0.309; number 22, C, carries -0.153; number 23, C, carries -0.604; number 24, I, carries 0.974; number 25, C, carries -0.204; number 26, C, carries -0.156; number 27, C, carries -0.153; number 28, C, carries -0.213; number 29, C, carries -0.249; number 30, S, carries 0.338; number 31, O, carries -0.341; number 32, O, carries -0.345; number 33, Cl, carries 0.369; number 34, C, carries -0.035; number 35, C, carries -0.241; number 36, O, carries 0.094; number 37, H, carries 0.086; number 38, H, carries 0.071; number 39, H, carries 0.075; number 40, H, carries 0.070; number 41, H, carries -0.101; number 42, H, carries 0.062; number 43, H, carries 0.114; number 44, H, carries 0.078; number 45, H, carries 0.025; number 46, H, carries 0.040; number 47, H, carries 0.030; number 48, H, carries 0.038; number 49, H, carries -0.009; number 50, H, carries 0.011; number 51, H, carries -0.055; number 52, H, carries 0.076; number 53, H, carries 0.038; number 54, H, carries 0.108; number 55, H, carries 0.078; number 56, H, carries 0.112; number 57, H, carries 0.075; number 58, H, carries 0.106; number 59, H, carries 0.101; number 60, H, carries 0.082; number 61, O, carries 0.109; number 62, C, carries -0.315; number 63, C, carries 0.075; number 64, C, carries -0.234; number 65, O, carries 0.118; number 66, C, carries -0.305; number 67, O, carries 0.089; number 68, C, carries 0.078; number 69, C, carries -0.236; number 70, O, carries 0.117; number 71, H, carries 0.136; number 72, H, carries 0.120; number 73, H, carries 0.134; number 74, H, carries 0.120; number 75, O, carries 0.110; number 76, C, carries -0.312; number 77, C, carries 0.076; number 78, C, carries -0.235; number 79, O, carries 0.065; number 80, C, carries -0.311; number 81, O, carries 0.111; number 82, C, carries 0.077; number 83, C, carries -0.236; number 84, O, carries 0.117; number 85, H, carries 0.134; number 86, H, carries 0.122; number 87, H, carries 0.136; number 88, H, carries 0.120; number 89, O, carries 0.104; number 90, C, carries -0.318; number 91, C, carries 0.073; number 92, C, carries -0.228; number 93, O, carries 0.115; number 94, C, carries -0.290; number 95, O, carries 0.123; number 96, C, carries 0.079; number 97, C, carries -0.237; number 98, O, carries 0.117; number 99, H, carries 0.135

---

ORCA calculation (ωB97M-V/def2-TZVPD) on C3H4MgNdO4 as an isolated structure at a distorted geometry.

Cartesian coordinates (Å):
O1 -1.4642 1.7811 0.4245
C1 -1.2401 0.5868 -0.1193
O2 -1.7214 -0.5526 0.5148
C2 -3.0136 -0.4341 1.1770
Mg1 -2.9366 1.6263 1.6478
H1 1.8789 0.0236 -0.6588
H2 -2.9979 -1.1796 1.9857
H3 -3.7892 -0.7647 0.4603
H4 -0.7087 0.4047 -1.0631
O3 3.4487 -1.3752 -1.0094
C3 3.0232 -0.1896 -0.8990
O4 3.8414 0.7639 -1.0438
Nd1 5.6793 -0.6906 -1.4167

Forces on the atoms, in the same order (eV/Å):
1.27 -4.22 -3.02
-2.65 0.97 4.60
1.80 2.80 -3.37
-0.91 0.01 1.06
-0.44 -0.38 0.28
2.30 -0.43 -0.48
0.07 0.40 -0.26
0.51 0.21 0.20
0.15 0.26 0.55
-0.68 -0.24 0.12
-0.86 0.17 0.20
-0.55 0.45 0.14
-0.03 0.00 -0.01

As for the spin multiplicity: 5. The calculation puts the energy above the lowest of the compared OMol25 structures with the same formula, charge and spin at 0.0 kJ/mol. Its total charge is +2. The calculation puts the LUMO energy (spin up / spin down) at -7.4 / -7.4 eV.

Calculated atomic charges, method Löwdin, unit e: number 1, O, carries -0.132; number 2, C, carries -0.103; number 3, O, carries -0.117; number 4, C, carries -0.193; number 5, Mg, carries 1.234; number 6, H, carries 0.162; number 7, H, carries 0.063; number 8, H, carries 0.070; number 9, H, carries 0.168; number 10, O, carries -0.226; number 11, C, carries -0.518; number 12, O, carries -0.226; number 13, Nd, carries 1.818

---

ORCA calculation (ωB97M-V/def2-TZVPD) on C9H23CoN3O5 as an isolated structure at a distorted geometry.

Cartesian coordinates (Å):
Co1 0.3482 -0.3994 -0.5156
O1 2.4209 -0.0024 -0.2715
C1 2.9484 -0.4667 -1.4929
C2 2.1059 -1.5766 -2.2188
O2 0.7050 -1.4615 -2.1859
H1 4.0060 -0.7124 -1.3278
H2 2.9498 0.4236 -2.1487
H3 2.2790 -2.5551 -1.7367
H4 2.5483 -1.6981 -3.2179
C3 1.2277 -2.6617 1.8200
O3 0.1652 -1.9199 1.2133
C4 -1.1183 -2.2960 1.6713
C5 -2.1355 -1.2578 1.1613
N1 -1.7430 -0.8840 -0.1973
C6 -2.6474 0.1659 -0.6992
C7 -2.0578 0.8219 -1.9194
O4 -0.7292 1.1899 -1.5203
C8 -0.3496 2.5399 -1.5281
H5 1.0805 -2.7674 2.8969
H6 2.1364 -2.0893 1.6487
H7 1.2982 -3.6567 1.3784
H8 -1.2206 -2.3223 2.7597
H9 -1.3243 -3.2919 1.2631
H10 -2.0275 -0.4120 1.8369
H11 -3.1475 -1.6682 1.1843
H12 -1.9449 -1.6111 -0.8845
H13 -2.7853 0.8981 0.1055
H14 -3.7040 -0.0708 -0.8879
H15 -2.5793 1.6924 -2.3121
H16 -1.9263 0.0317 -2.6638
H17 -0.9254 3.1366 -0.8104
H18 -0.5500 2.9450 -2.5257
H19 0.7038 2.7150 -1.3200
C9 0.5505 1.9383 1.5638
O5 0.1454 0.8083 1.2769
N2 1.8433 2.2753 1.3702
N3 -0.2091 2.9286 2.0846
H20 2.2419 3.1293 1.7029
H21 2.3988 1.6101 0.8227
H22 0.2150 3.7676 2.4229
H23 -1.1933 2.7634 2.2011

Forces on the atoms, in the same order (eV/Å):
1.58 -0.19 -0.28
-1.52 -0.72 0.05
-0.77 1.12 -0.02
0.47 -1.02 1.07
0.05 1.59 0.60
-0.04 -0.62 -0.38
0.15 -0.17 -0.50
0.69 0.01 0.20
-0.33 0.26 -0.29
-0.07 0.30 -0.16
0.08 -0.16 0.99
-0.44 -0.11 -0.72
1.18 -1.09 -0.02
-1.93 0.49 -1.22
-0.82 1.70 0.86
1.31 -0.39 0.48
0.70 -0.17 0.04
-0.84 0.98 -0.67
-0.16 0.09 0.05
0.01 -0.06 -0.20
0.04 -0.04 -0.09
0.42 -0.13 0.08
-0.23 -0.10 0.13
-0.22 0.34 -0.39
-0.06 0.05 0.22
0.59 -0.73 0.57
0.51 0.21 -0.05
0.18 -0.95 -0.16
-0.27 -0.13 0.05
-0.04 0.31 -0.40
-0.07 -0.11 0.09
0.07 0.15 0.01
0.07 -0.74 0.10
1.62 -0.08 -0.22
-1.12 0.71 0.18
0.15 -0.44 -0.23
-0.92 -0.22 0.15
-0.02 0.18 -0.07
0.04 -0.38 -0.10
-0.13 0.18 0.03
0.12 0.08 0.20

As for the spin multiplicity: 4. The calculation puts the energy above the lowest of the compared OMol25 structures with the same formula, charge and spin at 17.6 kJ/mol. Its total charge is 0. The calculation puts the LUMO energy (spin up / spin down) at 0.4 / 0.4 eV.

Calculated atomic charges, method Löwdin, unit e: number 1, Co, carries 0.756; number 2, O, carries -0.369; number 3, C, carries -0.355; number 4, C, carries -0.373; number 5, O, carries -0.348; number 6, H, carries 0.092; number 7, H, carries 0.085; number 8, H, carries 0.085; number 9, H, carries 0.089; number 10, C, carries -0.053; number 11, O, carries -0.256; number 12, C, carries -0.196; number 13, C, carries -0.169; number 14, N, carries -0.079; number 15, C, carries -0.195; number 16, C, carries -0.147; number 17, O, carries -0.270; number 18, C, carries -0.082; number 19, H, carries 0.087; number 20, H, carries 0.090; number 21, H, carries 0.094; number 22, H, carries 0.125; number 23, H, carries 0.129; number 24, H, carries 0.112; number 25, H, carries 0.127; number 26, H, carries 0.144; number 27, H, carries 0.120; number 28, H, carries 0.128; number 29, H, carries 0.132; number 30, H, carries 0.134; number 31, H, carries 0.088; number 32, H, carries 0.095; number 33, H, carries 0.096; number 34, C, carries -0.641; number 35, O, carries -0.010; number 36, N, carries 0.179; number 37, N, carries 0.171; number 38, H, carries 0.098; number 39, H, carries 0.081; number 40, H, carries 0.099; number 41, H, carries 0.107

---

ORCA calculation (ωB97M-V/def2-TZVPD) on a 2-piece molecular cluster, C3H8N2O overall at a distorted geometry.

Cartesian coordinates (Å):
H1 -0.7290 0.2821 -1.9845
N1 -1.2960 -0.3768 -1.4751
C1 -2.0733 0.0042 -0.5313
N2 -1.9367 -0.3866 0.7551
H2 -2.9817 0.6003 -0.6912
H3 -1.1834 -1.0494 0.8890
H4 -2.7538 -0.6016 1.3084
C2 2.6800 0.5930 0.7245
C3 1.5132 0.2653 0.1931
O1 1.2931 -0.9097 -0.4430
H5 3.5560 -0.0290 0.6653
H6 2.8310 1.5414 1.2231
H7 0.6564 0.9339 0.2644
H8 0.4242 -0.8670 -0.8978

Forces on the atoms, in the same order (eV/Å):
-1.13 0.30 -1.12
1.69 -0.07 1.48
-0.69 0.11 -0.49
-0.05 -1.03 -0.17
0.20 0.43 0.06
0.13 0.02 0.09
-0.10 0.39 0.00
0.31 0.39 0.19
0.02 -0.04 -0.01
0.07 0.04 0.00
0.02 -0.34 -0.13
-0.29 -0.01 -0.02
0.02 -0.02 -0.04
-0.19 -0.17 0.15

The calculation puts the energy above the lowest of the compared OMol25 structures with the same formula, charge and spin at 252.3 kJ/mol. Its total charge is 0. The calculation puts the LUMO energy at 0.8 eV. As for the SMILES: [H]/N=C/N.C=CO.

Calculated atomic charges, method Löwdin, unit e: number 1, H, carries 0.061; number 2, N, carries 0.037; number 3, C, carries -0.366; number 4, N, carries 0.113; number 5, H, carries 0.117; number 6, H, carries 0.100; number 7, H, carries 0.099; number 8, C, carries -0.007; number 9, C, carries -0.323; number 10, O, carries -0.041; number 11, H, carries 0.050; number 12, H, carries 0.043; number 13, H, carries 0.096; number 14, H, carries 0.021

---

Q: What is the total charge in the first record?
A: 0